Molecular formula: C20H37BN3O9S
Method: DFT, ωB97M-V with the def2-TZVPD basis set

As for the frontier orbital gap: 0.27234 Ha. The LUMO energy comes out at -4.2 eV. The electronic energy is -55741.7844 eV. The HOMO energy is -11.6 eV. As for the net charge: +1.

Each line ends with the Mulliken charge.
Atoms and positions in Å:
C: 4.92 -2.67 1.15  -1.0221
C: 4.68 -2.01 -0.28  -0.2736
C: 4.24 -0.49 -0.03  -0.6840
O: 2.80 -0.47 -0.05  -0.1110
C: 2.31 0.71 -0.71  -1.2139
C: 0.78 0.60 -0.92  0.6145
C: -0.07 0.81 0.27  -0.1255
S: 0.64 1.17 1.93  -0.0940
C: -1.55 0.71 0.19  -0.0633
N: -2.44 0.87 1.28  -0.5142
C: -2.70 -0.36 1.71  0.7286
C: -1.75 -1.11 2.73  -0.7452
C: -3.95 -1.18 1.21  -1.0332
C: -2.15 0.44 -1.16  0.0041
O: -3.51 0.37 -1.38  -0.5067
C: -1.24 0.25 -2.27  -0.2423
N: 0.16 0.31 -2.13  0.1138
B: 0.97 0.04 -3.37  0.6197
N: 0.39 0.46 -4.67  -0.5523
O: 2.21 -0.60 -3.40  -0.4389
H: 4.70 -1.95 2.00  0.3009
H: 5.97 -3.05 1.20  0.2823
H: 4.20 -3.52 1.26  0.2779
H: 3.79 -2.51 -0.73  0.1358
H: 5.56 -2.08 -0.96  0.4022
H: 4.69 -0.07 0.91  0.4520
H: 4.69 0.11 -0.88  0.2546
H: 2.47 1.56 0.02  0.4484
H: 2.90 0.98 -1.63  0.5738
H: 0.84 2.54 1.98  0.2270
H: -0.77 -1.24 2.20  0.2212
H: -1.64 -0.55 3.70  0.1877
H: -2.16 -2.15 2.89  0.2980
H: -4.16 -2.01 1.92  0.3901
H: -3.63 -1.64 0.23  0.2616
H: -4.83 -0.52 1.00  0.3193
H: -3.75 1.16 -1.90  0.3680
H: -1.69 0.04 -3.27  0.3578
H: -0.35 -0.22 -4.92  0.2629
H: 1.12 0.27 -5.38  0.2238
H: 2.31 -1.26 -2.70  0.3034
C: -2.40 -6.49 7.37  -1.1065
C: -2.41 -6.02 5.93  -0.1781
O: -2.57 -4.60 5.84  -0.3519
C: -1.49 -3.87 6.13  0.7825
O: -0.41 -4.30 6.45  -0.5441
O: -1.82 -2.58 6.04  -0.3203
C: -0.78 -1.69 6.43  -0.7331
H: -3.30 -6.14 7.89  0.2961
H: -2.36 -7.58 7.42  0.3592
H: -1.54 -6.09 7.91  0.3137
H: -3.26 -6.47 5.41  0.2894
H: -1.51 -6.34 5.40  0.3084
H: 0.15 -1.89 5.89  0.3241
H: -0.61 -1.76 7.51  0.3524
H: -1.10 -0.67 6.20  0.2248
C: 0.05 6.88 -7.64  -1.0929
C: -0.62 7.24 -6.33  -0.1531
O: -1.02 6.06 -5.61  -0.3783
C: -0.03 5.40 -5.00  0.6919
O: 1.13 5.70 -4.99  -0.5470
O: -0.56 4.31 -4.41  -0.3494
C: 0.41 3.46 -3.80  -0.5134
H: -0.59 6.23 -8.24  0.2902
H: 0.27 7.78 -8.21  0.3563
H: 0.99 6.35 -7.47  0.3118
H: -1.54 7.79 -6.53  0.2897
H: 0.01 7.87 -5.71  0.3125
H: 1.04 4.01 -3.10  0.3319
H: 1.01 2.98 -4.57  0.2635
H: -0.13 2.69 -3.25  0.1604